# 1
The following is a DFT calculation (ωB97M-V/def2-TZVPD) of a molecular structure, C43H35AsGeN5NiO4.

LUMO = 2.320 eV
strongest force on any atom = 0.556 eV/Å
total charge = -1
spin multiplicity = 1

Geometry as XYZ:
```
90
Properties=species:S:1:pos:R:3:forces:R:3:mulliken_charge:R:1
N -1.292075 -1.506646 0.848015 -0.046 -0.080 -0.046 -0.90
C -5.457490 4.576518 -0.238871 -0.004 0.001 -0.021 -0.56
H 2.987718 -4.451480 3.727142 0.004 0.004 0.007 0.31
H 1.785874 -0.601909 2.236847 0.006 0.017 -0.032 0.08
C 1.204911 -3.763929 0.881179 0.044 0.046 0.011 0.03
H -5.998578 4.765497 -1.158041 -0.005 -0.001 -0.004 0.39
H 0.240350 6.609531 1.692301 -0.001 0.003 0.001 0.41
C 0.370870 5.534154 1.677736 -0.009 0.025 0.006 -0.61
C -0.582485 -4.452136 -2.383999 0.016 0.025 -0.013 -0.77
H 2.211744 -4.783508 -2.817741 0.019 -0.008 0.002 0.31
C 0.685858 2.780599 1.629224 0.005 -0.038 0.027 0.50
C -2.149791 1.336698 -0.730543 0.495 0.252 -0.019 -0.90
H -0.440973 2.296291 -2.546557 -0.140 -0.058 0.034 0.43
C 0.507963 -4.437604 -0.195043 -0.004 -0.041 0.013 1.80
N 4.292468 -3.085800 -0.572135 0.170 0.079 -0.083 -0.75
C -5.848106 5.199094 0.936787 -0.016 0.010 0.005 -0.43
C -1.737159 -0.360909 4.305513 0.009 0.009 0.003 -0.60
C -0.568168 3.320341 1.341888 -0.048 0.068 -0.086 0.01
H 2.725481 3.156922 2.166575 -0.003 -0.012 -0.003 0.44
Ni -0.574587 0.019431 -0.428335 -0.095 -0.122 0.153 -0.21
H -5.467959 5.416886 3.039312 0.001 0.000 -0.001 0.39
H 2.651263 -0.644367 -3.845162 0.005 0.013 -0.005 0.46
H -1.037515 -7.413491 -0.848337 -0.004 0.001 0.002 0.36
C 1.846759 -1.677192 2.112517 -0.039 0.006 0.050 -0.89
H 4.528716 -1.216889 -5.341389 -0.003 0.001 0.001 0.41
C -3.727789 0.368159 2.519294 0.013 -0.016 -0.006 -0.61
H -6.693277 5.876609 0.938760 0.000 0.003 -0.001 0.37
H -0.832479 -3.920009 -3.297789 -0.001 -0.015 -0.007 0.39
N -0.075830 4.107828 -2.015252 -0.021 0.028 -0.008 -0.55
C 2.431487 -2.450628 3.057852 0.009 0.042 0.008 -0.55
C -2.985955 -0.958196 4.380020 -0.007 -0.007 0.009 -0.51
Ge -2.140342 2.202088 0.959219 -0.223 0.107 0.075 3.03
C 2.316014 -2.681464 -3.231588 -0.016 0.002 -0.085 0.20
H 0.836899 1.709856 1.583909 -0.009 0.043 0.012 -0.36
C -1.487245 0.601380 3.337290 0.022 -0.003 0.010 0.15
O 0.239210 1.678022 -2.900600 0.186 -0.078 -0.250 -0.39
H 1.652060 3.478598 -1.013902 -0.001 0.008 0.066 -0.19
H 4.076532 -5.354041 -4.337528 -0.006 -0.005 0.007 0.39
C 3.307752 -2.496621 -0.509434 -0.160 -0.168 0.230 -0.55
N -2.148634 0.232513 -1.288041 -0.192 0.069 -0.100 1.06
C 3.762838 -4.322959 -4.231194 -0.006 -0.007 -0.001 -0.63
H 2.452435 5.617097 2.198618 0.002 0.004 0.000 0.37
H 1.873330 -5.534877 1.831577 -0.005 0.014 -0.007 0.35
H 2.868268 -1.947422 3.915756 -0.002 -0.014 0.009 0.42
H 4.264210 -0.490775 -1.010382 -0.004 0.006 -0.031 0.24
H -0.355749 4.443502 -1.105878 -0.008 0.023 0.049 0.11
C 1.850208 -4.452153 1.901530 0.000 -0.014 0.024 -0.74
C 4.020708 -2.000593 -4.792372 0.013 0.034 -0.017 -0.68
O 1.401626 0.546917 -0.254770 -0.080 0.197 -0.012 0.62
C 1.251752 -2.252810 0.855095 -0.009 0.023 -0.097 5.05
O 2.462612 1.783078 -3.020201 -0.039 -0.011 -0.004 -0.67
C -4.375719 3.703351 -0.237909 0.037 0.016 -0.044 -0.59
O -2.660676 -0.516283 -2.116320 -0.177 -0.128 -0.015 -0.75
H -3.556967 3.864088 3.037788 -0.002 0.004 0.005 0.39
C 2.481874 -3.861175 2.977575 0.003 -0.047 -0.003 -1.59
H -1.672425 5.157908 1.171567 -0.050 0.027 0.010 0.31
H -4.957365 -1.060822 3.537684 -0.001 0.001 0.003 0.38
H 0.221638 -6.280976 0.885512 0.003 0.020 -0.010 0.32
C -2.474658 0.968979 2.428854 0.035 -0.010 -0.019 -0.01
C 2.066725 -1.751482 -0.425567 0.167 0.165 -0.053 0.80
C -0.149008 -1.708118 0.696435 0.184 -0.098 0.112 -0.99
H -1.644683 -6.227773 -2.956044 0.001 0.001 -0.002 0.41
H 5.241472 -3.573114 -5.593142 -0.002 0.000 -0.003 0.35
C -0.709249 4.710630 1.383502 0.073 -0.063 -0.056 -0.20
H 2.003531 4.303484 -2.527546 -0.019 -0.011 0.001 0.41
C -4.081249 4.069237 2.109434 -0.004 -0.002 -0.011 -0.22
C 4.418650 -3.322270 -4.934748 0.007 -0.009 0.004 -0.44
C -5.159353 4.942127 2.115647 -0.001 0.000 0.016 -0.71
C 2.965092 -1.678542 -3.950241 -0.014 -0.042 0.023 -0.43
C -3.984060 -0.588147 3.489439 -0.020 -0.015 -0.003 -0.65
N 3.538047 0.171195 -0.789209 0.088 -0.056 0.105 -0.04
C 1.610227 4.978890 1.961469 -0.012 0.024 0.009 -0.70
C -3.668709 3.444975 0.931100 0.016 -0.048 0.083 -0.64
H -0.500613 1.046450 3.282645 -0.022 -0.011 0.011 0.12
C 0.202681 -3.813623 -1.424077 0.041 -0.013 -0.062 -0.20
C 1.399932 2.272640 -2.708420 0.006 -0.008 0.021 0.49
C 1.298031 3.631497 -2.034442 0.034 0.058 0.080 0.19
C 2.317420 -0.260679 -0.460411 0.008 -0.257 -0.105 -1.44
H -0.255349 4.818093 -2.708967 -0.008 0.020 0.002 0.19
H 3.617503 1.120156 -1.120405 -0.003 -0.001 -0.036 0.29
H -3.177820 -1.721679 5.123591 -0.002 -0.002 0.002 0.36
C -0.693856 -6.400202 -1.022665 0.000 -0.026 -0.002 -0.65
H -4.506997 0.632360 1.812333 -0.007 0.006 0.000 0.36
H -0.948353 -0.660608 4.983972 0.003 0.003 0.002 0.41
H -4.075169 3.207057 -1.154685 -0.001 -0.004 -0.010 0.33
C 1.762112 3.600174 1.944789 0.027 -0.054 -0.034 -0.92
As 0.881217 -2.104504 -2.037477 -0.147 0.121 0.094 0.50
C 2.715546 -4.005242 -3.378397 -0.019 0.016 -0.014 -0.18
C -1.033520 -5.744888 -2.204813 -0.017 -0.005 -0.021 -0.72
C 0.038365 -5.762404 -0.046686 -0.018 -0.041 0.041 -1.56
```
Positions in Å, forces in eV/Å.

***

# 2
The following is a DFT calculation (ωB97M-V/def2-TZVPD) of 2 unconnected molecules or ions with the total composition C4H11NO3 at a distorted geometry.

LUMO = 6.750 eV
strongest force on any atom = 2.271 eV/Å
total charge = -2
spin multiplicity = 1

Geometry as XYZ:
```
19
Properties=species:S:1:pos:R:3:forces:R:3:mulliken_charge:R:1
H 1.500030 0.053714 -3.728675 -0.145 -0.606 -0.087 0.24
H -0.666870 -1.605036 -0.336530 0.417 0.783 0.236 0.24
H 1.298362 -1.751562 1.225878 -0.317 0.059 -0.413 0.28
N 0.820433 -0.955657 1.655720 0.849 -1.118 0.160 -0.87
O -2.571330 2.204217 0.590304 -0.655 0.661 -0.157 -0.95
H -2.094565 0.296460 0.010727 -0.325 -0.324 0.323 0.13
C -2.055186 1.008359 0.859509 1.999 0.672 0.842 -0.14
C 0.552190 0.030377 0.597443 -1.603 1.158 0.813 0.86
H -0.077007 2.114435 0.825758 -0.533 -0.327 -0.605 0.24
H -0.453136 -0.252446 -1.426794 -0.529 1.082 -0.012 0.39
H -0.361412 1.348834 2.251540 0.376 -0.796 0.804 0.39
C 0.052220 -0.775894 -0.632450 1.501 -1.504 0.065 -0.92
H 1.534291 -0.670713 2.322805 -0.261 0.689 -0.017 0.20
H -2.481599 0.575595 1.831767 0.153 -0.400 -0.758 0.09
H 1.458865 0.539959 0.212441 -0.190 -0.342 0.267 0.12
H 1.394274 -1.044098 -2.605979 -0.563 -0.480 0.268 0.40
O 1.219355 -1.335381 -1.182368 0.084 -0.378 -0.245 -0.93
O 1.348349 -0.906927 -3.665354 0.462 0.912 -0.004 -0.78
C -0.417263 1.125765 1.194257 -0.718 0.258 -1.480 -1.02
```
Positions in Å, forces in eV/Å.

***

# 3
The following is a DFT calculation (ωB97M-V/def2-TZVPD) of 2 unconnected molecules or ions with the total composition C3H10NO.

LUMO = -3.377 eV
strongest force on any atom = 0.730 eV/Å
total charge = +1
spin multiplicity = 1

Geometry as XYZ:
```
15
Properties=species:S:1:pos:R:3:forces:R:3:mulliken_charge:R:1
N 0.390346 -0.004182 -0.717524 0.230 -0.246 -0.233 -0.32
H 1.374121 -0.108766 -0.455698 -0.140 0.068 0.120 0.38
C 0.144447 -1.729851 1.091314 0.589 -0.419 0.105 -1.06
H -2.624994 -0.925949 0.593415 0.276 -0.360 0.133 0.31
H 0.993161 3.210955 -1.252570 0.125 0.009 0.169 0.32
C -0.529307 -0.742572 0.213763 -0.266 -0.168 -0.578 0.67
H -0.129366 -1.620984 2.135108 -0.078 0.057 0.083 0.31
H -2.131780 0.176461 -0.753050 0.023 0.095 -0.042 0.27
H 0.316629 -0.348857 -1.678576 -0.096 -0.062 0.091 0.37
H 0.211549 1.006311 -0.728129 0.119 0.219 0.247 0.41
C -1.811084 -0.520438 0.010660 -0.273 0.569 0.025 -0.92
O 1.171027 2.688708 -0.457169 -0.198 0.048 -0.409 -0.67
H 1.450806 3.337602 0.198498 -0.029 -0.082 0.098 0.32
H 1.229725 -1.660635 1.012480 0.056 0.227 0.213 0.32
H -0.055277 -2.757808 0.787471 -0.339 0.044 -0.023 0.30
```
Positions in Å, forces in eV/Å.

***

no.,orbital gap (eV)
1,5.4
2,5.9
3,11.3